Density functional theory data (ωB97M-V/def2-TZVPD) for a molecular structure, C28H55Br20F4NO4Si2.

The geometry in ORCA input format:
```
! wB97M-V def2-TZVPD RIJCOSX def2/J DEFGRID3
* xyz 0 1
O -2.5481 2.3916 3.3693
C -2.3777 1.5542 2.5292
F -1.9501 0.3529 2.9640
N -2.5893 1.7498 1.1418
C -1.3625 2.2304 0.4762
O -1.0638 3.3924 0.6160
Si -0.2284 1.1029 -0.6251
C 0.8693 2.2979 -1.5901
C 0.2296 2.4611 -3.0264
C 0.4261 1.2172 -3.9419
O -0.8418 0.7534 -4.4154
O 0.5725 0.0750 0.4633
Si 1.8340 -0.8541 -0.2006
C 3.4039 -0.3915 0.7970
C 3.5471 1.1772 0.8563
C 4.4827 1.7414 -0.2290
F 4.1352 2.9822 -0.6573
F 5.7303 1.8791 0.3110
F 4.5827 0.9299 -1.3059
H -3.2296 2.5497 1.1138
H -1.1045 0.4007 -1.5662
H 1.9210 1.9794 -1.7129
H 0.8849 3.3076 -1.1276
H -0.8795 2.6114 -2.9288
H 0.7359 3.3160 -3.5092
H 0.9948 0.3861 -3.4781
H 0.9980 1.5411 -4.8459
H -0.7993 -0.1867 -4.6189
H 1.6251 -2.3034 -0.1143
H 2.0237 -0.4024 -1.5974
H 3.1882 -0.7092 1.8400
H 4.3099 -0.8948 0.4160
H 4.0098 1.4387 1.8339
H 2.5641 1.6876 0.8562
Br -0.4095 -1.4982 -6.9631
C -1.8195 -0.5286 -7.8911
C -3.1821 -0.9915 -7.4475
Br -3.6474 -2.7049 -8.2516
H -1.6456 -0.6594 -8.9555
H -1.6679 0.5174 -7.6269
H -3.9504 -0.2991 -7.7868
H -3.2609 -1.1161 -6.3705
Br -4.7749 1.7094 8.0799
C -6.0049 2.3836 6.7284
C -6.0674 1.4590 5.5417
Br -4.4831 1.6645 4.4121
H -5.6747 3.3870 6.4721
H -6.9721 2.4399 7.2253
H -6.9142 1.7120 4.9038
H -6.1294 0.4098 5.8207
Br 6.9565 6.9839 -1.0255
C 7.0251 5.0547 -1.2989
C 7.9422 4.3902 -0.3067
Br 9.8133 4.6539 -0.7794
H 7.3227 4.8924 -2.3309
H 6.0010 4.7114 -1.1614
H 7.7958 3.3120 -0.3147
H 7.8168 4.7630 0.7063
Br -0.2322 -1.1597 7.3299
C -0.6540 0.6964 7.7420
C -0.4284 1.0002 9.2008
Br -1.8691 0.2917 10.3042
H -1.6793 0.8664 7.4226
H 0.0186 1.2861 7.1208
H -0.4407 2.0752 9.3732
H 0.4984 0.5851 9.5868
Br 3.8818 3.3302 3.3503
C 4.4186 5.1024 2.7453
C 5.8270 5.4240 3.1678
Br 5.9129 5.9042 5.0527
H 3.6845 5.8041 3.1305
H 4.3451 5.0646 1.6587
H 6.1945 6.2998 2.6340
H 6.5170 4.5973 3.0205
Br -3.1932 -4.5390 -3.7689
C -1.9759 -5.2773 -5.0991
C -0.7179 -5.8073 -4.4604
Br 0.4869 -4.3620 -3.9695
H -1.7887 -4.4909 -5.8264
H -2.5311 -6.0838 -5.5755
H -0.1601 -6.4161 -5.1682
H -0.9019 -6.3841 -3.5593
Br -4.0212 0.0823 -2.5008
C -4.7158 -1.6662 -1.9881
C -5.3559 -1.6351 -0.6255
Br -4.0179 -1.6188 0.7885
H -3.8866 -2.3654 -2.0535
H -5.4536 -1.9098 -2.7514
H -5.9363 -2.5408 -0.4561
H -5.9907 -0.7669 -0.4716
Br -0.0027 -4.7702 6.8372
C -0.6022 -5.4175 8.5726
C -2.0457 -5.8445 8.5307
Br -3.2404 -4.3070 8.5449
H -0.4123 -4.6229 9.2891
H 0.0418 -6.2664 8.7973
H -2.3021 -6.4128 9.4234
H -2.2921 -6.4290 7.6488
Br 0.0720 -9.2599 -4.0679
C 1.9152 -8.6789 -4.3227
C 2.6772 -8.6973 -3.0253
Br 2.2368 -7.1709 -1.8936
H 1.8813 -7.6954 -4.7850
H 2.3407 -9.3931 -5.0257
H 3.7466 -8.6070 -3.2090
H 2.4873 -9.5906 -2.4371
Br -3.6776 2.2240 -5.3328
C -3.2461 4.0653 -5.8015
C -1.8454 4.4392 -5.3865
Br -1.7225 4.7986 -3.4760
H -4.0066 4.6945 -5.3481
H -3.3438 4.1054 -6.8853
H -1.5453 5.3714 -5.8623
H -1.1125 3.6667 -5.6118
*
```

Density functional theory data (ωB97M-V/def2-TZVPD) for a molecular structure, C28H55O2Si4Ti.

Computed properties:
Expectation value of S² ... 0.754

The geometry in ORCA input format:
```
! wB97M-V def2-TZVPD RIJCOSX def2/J DEFGRID3
* xyz 0 2
O -3.5690 5.2346 -4.9691
C -3.7455 4.7923 -6.3349
C -4.0449 6.1987 -6.8870
H -4.5930 4.1140 -6.4404
H -2.8309 4.3668 -6.7512
C -3.8588 6.6074 -5.3862
H -5.0607 6.3290 -7.2669
H -3.2775 6.5939 -7.5561
C -5.1296 7.1566 -4.7697
H -5.9904 6.5076 -4.9694
H -5.3364 8.1470 -5.1947
H -5.0014 7.2627 -3.6864
C -2.6834 7.5328 -5.1571
H -1.7756 7.1489 -5.6358
H -2.5059 7.6379 -4.0808
H -2.9102 8.5211 -5.5740
Ti 0.1015 0.5180 0.0248
C 2.3113 0.3551 0.5806
C 1.9724 -0.7893 -0.2291
C 1.6326 -0.3401 -1.5374
H 2.1449 -1.8272 0.0333
C 1.7548 1.0920 -1.5550
C 2.1359 1.5285 -0.2439
H 2.3339 2.5643 0.0592
H 2.7517 0.3003 1.5721
H 1.4207 -1.0031 -2.3669
H 1.6892 1.7252 -2.4398
C -0.1584 0.0891 2.2925
C 0.2379 1.4618 2.0944
C -0.8163 2.1093 1.3580
H 1.1094 1.9359 2.5241
C -1.8542 1.1305 1.1224
C -1.4331 -0.1203 1.6734
H -2.0069 -1.0373 1.7579
H 0.3202 -0.6021 2.9730
H -0.8446 3.1712 1.1115
H -2.8348 1.3305 0.6818
O -0.9995 1.2220 -1.5503
C -1.0777 2.6956 -1.7186
C -1.3547 2.8778 -3.1965
H -0.1418 3.1710 -1.3798
H -1.9112 3.0347 -1.0922
C -2.1466 1.6181 -3.5692
H -0.3918 2.8887 -3.7402
H -1.9080 3.7972 -3.4063
C -1.4984 0.5231 -2.7544
H -2.1099 1.4074 -4.6362
H -3.1941 1.7483 -3.2549
H -0.6385 0.0799 -3.2722
H -2.1832 -0.2636 -2.4214
C -1.5274 -3.2270 4.0687
Si -0.5235 -4.0794 2.7215
C 0.2542 -5.6674 3.3711
C -1.5105 -4.4080 1.1571
Si 1.4566 -2.9409 2.3344
Si 2.3730 -1.9934 4.2287
C 2.4610 -3.4694 5.3823
C 4.0656 -1.2774 3.8469
C 1.4023 -0.6838 5.1722
Si 3.0567 -4.1299 1.1878
C 3.7967 -5.1678 2.5634
C 2.2910 -5.1236 -0.2057
C 4.4569 -3.0515 0.5345
H -2.3317 -3.9255 4.3603
H -2.0051 -2.2924 3.7369
H -0.9478 -2.9983 4.9778
H -0.5914 -6.3095 3.6680
H 0.8468 -6.2065 2.6150
H 0.8968 -5.5179 4.2529
H -1.9668 -3.4971 0.7374
H -0.9102 -4.8721 0.3570
H -2.3298 -5.1083 1.4028
H 3.0396 -4.3208 4.9991
H 2.9781 -3.0545 6.2634
H 1.4667 -3.8291 5.6898
H 4.0261 -0.3788 3.2118
H 4.4515 -0.9776 4.8358
H 4.7785 -1.9878 3.4017
H 1.3734 0.2935 4.6706
H 0.3723 -0.9823 5.4298
H 1.9685 -0.5591 6.1134
H 3.0691 -5.8186 3.0704
H 4.5382 -5.7931 2.0429
H 4.3250 -4.5724 3.3252
H 1.9026 -4.4927 -1.0229
H 3.1105 -5.7434 -0.6118
H 1.4786 -5.7921 0.1211
H 4.1830 -2.5041 -0.3785
H 4.8596 -2.3262 1.2576
H 5.2656 -3.7576 0.2744
*
```

Density functional theory data (ωB97M-V/def2-TZVPD) for a molecular structure, C28H56AlClF3KN6NaO10PS2.

The geometry in ORCA input format:
```
! wB97M-V def2-TZVPD RIJCOSX def2/J DEFGRID3
* xyz 2 1
C -0.6876 -2.3418 -1.0865
C -1.9474 -2.4954 -2.0282
O -2.7313 -3.6823 -1.7728
C -1.9336 -4.8517 -1.7066
C -2.7743 -6.0261 -2.4128
N -1.9866 -6.5255 -3.5794
C -1.8379 -5.8995 -4.7883
N -1.0425 -6.5927 -5.6317
P -0.5087 -6.2826 -7.3037
C 1.1423 -7.2426 -7.4356
C -0.0217 -4.4943 -7.5797
C -0.1985 -3.5394 -6.3358
C -0.6462 -7.7840 -4.9833
C -1.2576 -7.7218 -3.6949
C -1.0855 -8.8399 -2.6123
C 0.4399 -8.9796 -2.3292
O 1.0455 -9.8411 -2.9457
N 1.1662 -8.1474 -1.4283
C 2.5935 -8.6155 -1.3220
C 1.2829 -6.7507 -2.0068
H -0.4010 -1.2692 -0.9420
H -0.7826 -2.9008 -0.1259
H 0.1802 -2.8119 -1.6379
H -1.6820 -2.3870 -3.1195
H -2.6124 -1.6163 -1.8051
H -0.9706 -4.7719 -2.2697
H -1.7936 -5.1433 -0.6306
H -2.8748 -6.8771 -1.6998
H -3.7548 -5.5938 -2.7200
H -2.3067 -4.9222 -5.0100
H 1.6583 -7.1695 -6.4332
H 1.8673 -6.7556 -8.1629
H 0.9805 -8.3255 -7.6402
H 1.1001 -4.4641 -7.8497
H -0.5695 -4.1023 -8.5218
H -1.3035 -3.2797 -6.2907
H 0.3283 -2.5434 -6.4646
H 0.0370 -4.0229 -5.3580
H -0.0247 -8.6235 -5.3404
H -1.4655 -9.8092 -3.0902
H -1.7158 -8.6124 -1.7191
H 2.6789 -9.6592 -0.9495
H 3.0751 -8.4386 -2.3131
H 3.0820 -7.9528 -0.5629
H 0.5546 -6.0669 -1.5085
H 1.1648 -6.7603 -3.1270
H 2.2985 -6.3315 -1.8154
C -0.7393 -0.9177 2.7957
C -0.7033 0.5828 3.0384
C -1.4456 1.3635 1.9500
C -0.8234 1.1140 0.6303
N -0.3420 0.9186 -0.3906
H -0.2364 -1.1868 1.8637
H -0.2294 -1.4488 3.6039
H -1.7696 -1.2742 2.7470
H 0.3404 0.9120 3.0925
H -1.1587 0.8023 4.0087
H -1.4110 2.4364 2.1624
H -2.4943 1.0591 1.9084
C 0.7341 8.9254 1.6837
C 1.0644 7.5201 1.2015
N 0.4199 6.4612 1.9791
C 0.9617 5.1564 1.6963
C 0.8009 4.5638 0.2830
C -1.0309 6.5499 2.0954
C -1.8506 6.5680 0.8058
H 0.9722 9.0470 2.7400
H 1.3230 9.6530 1.1217
H -0.3162 9.1744 1.5345
H 2.1498 7.4003 1.2851
H 0.8218 7.4456 0.1348
H 0.5586 4.4361 2.4204
H 2.0396 5.1983 1.9058
H -0.2655 4.1809 0.0957
H 1.4594 3.6981 0.1742
H 1.0610 5.2709 -0.5027
H -1.2688 7.4556 2.6591
H -1.3940 5.7349 2.7346
H -1.4244 7.2264 0.0475
H -2.8568 6.9313 1.0224
H -1.9577 5.5739 0.3821
Cl -1.3669 3.7250 -0.9967
O -3.4006 -1.0557 1.3314
H -3.3221 -1.8657 0.8207
C 2.4899 5.3460 6.0409
C 2.8233 3.8671 5.9489
C 4.2998 3.5922 5.9377
O 4.3719 2.3685 5.1968
C 3.2988 2.3406 4.3649
O 3.1527 1.5772 3.4721
O 2.3984 3.3259 4.6960
H 3.0234 5.8258 6.8599
H 2.7288 5.8642 5.1072
H 1.4208 5.4814 6.2108
H 2.3183 3.3127 6.7469
H 4.7055 3.4637 6.9403
H 4.8822 4.3544 5.4130
Na 0.4641 4.7844 4.9232
F 1.9507 -2.1046 -5.5669
K 1.8666 -4.5220 -9.6941
Al -2.2451 -11.2781 -3.4900
N -0.7095 9.7573 6.6180
S -1.5149 11.1069 6.8467
O -2.9094 10.9746 7.1375
O -1.1228 12.2326 6.0565
F -0.9297 11.5003 8.2731
S -1.1089 9.0506 5.2870
O -0.6405 7.6848 5.2134
O -0.9968 9.7915 4.0663
F -2.6757 8.8304 5.4195
*
```

Density functional theory data (ωB97M-V/def2-TZVPD) for a molecular structure, C28H56EuGeNO3Sb2Si3.

Computed properties:
Expectation value of S² ... 15.780

The geometry in ORCA input format:
```
! wB97M-V def2-TZVPD RIJCOSX def2/J DEFGRID3
* xyz -1 8
Eu 0.9154 -1.6478 1.6039
C 3.4481 -2.1937 1.4990
C 3.2024 -2.3065 2.9040
C 3.5378 -1.0867 3.4743
C 3.8999 -0.1748 2.4165
C 3.8752 -0.9517 1.2625
H 3.3186 -2.8471 0.6878
H 2.8085 -3.2190 3.4066
H 3.5888 -0.9617 4.5887
H 4.2388 0.8290 2.6172
H 4.1187 -0.5830 0.2517
N 0.7092 2.9412 -0.0266
C -0.4238 2.4077 0.6452
C -0.2017 1.0037 1.3213
O 0.4252 0.2135 0.4682
O -0.5283 0.8181 2.4636
H 1.0861 3.6830 0.5747
H 1.4858 2.2512 0.0445
H -1.3036 2.3082 -0.0173
H -0.6735 3.1045 1.4709
C -1.1650 -1.0670 6.0544
Sb 0.7227 -1.4504 5.1089
C 1.9137 -0.5250 6.9050
C 0.8981 -3.6659 5.7782
C -0.1055 -4.6243 5.3236
C -1.2509 -4.8470 6.1394
C -2.0312 -5.9644 6.1034
C -1.8020 -6.8476 5.0534
C -0.7833 -6.5838 4.1075
C 0.0384 -5.4419 4.1562
C 0.7998 -4.9430 3.0149
Sb -0.7329 -5.3172 1.2380
C 0.0426 -7.1411 0.3718
C -2.7068 -4.6086 0.7320
H -1.7588 -1.9440 6.3627
H -1.7148 -0.5587 5.2553
H -0.9696 -0.3996 6.9155
H 1.7550 -1.1807 7.8081
H 1.1784 0.2410 6.7421
H 2.8539 -0.0270 7.1018
H 0.7869 -3.4958 6.8595
H 1.9195 -4.0340 5.5441
H -1.4282 -4.1459 7.0111
H -2.7813 -6.1211 6.8572
H -2.3840 -7.7735 4.9097
H -0.6896 -7.2556 3.2571
H 1.6223 -5.5439 2.6164
H 1.0984 -3.8966 3.2128
H 0.6584 -6.9163 -0.4772
H -0.8409 -7.7012 0.0748
H 0.4964 -7.7186 1.1811
H -3.2684 -4.6288 1.6360
H -3.1819 -5.2023 -0.0405
H -2.5756 -3.5259 0.4851
O -0.0255 -3.4407 0.6067
C -1.8100 2.3164 -5.3562
Si -1.0921 0.6383 -4.8120
C 0.0256 -0.0740 -6.1396
C -2.4709 -0.5444 -4.3147
Ge 0.2590 0.7489 -2.8671
Si 2.0877 2.3375 -3.2392
C 3.6232 2.2184 -2.1236
C 1.3258 4.0318 -3.0977
C 2.5446 2.1459 -5.0091
Si -2.3055 7.6464 -5.0492
C -3.5686 8.7563 -5.8950
C -3.1568 6.0961 -4.4608
C -1.5666 8.3208 -3.3709
H -1.5049 3.1503 -4.7023
H -2.8834 2.1926 -5.4012
H -1.3711 2.4590 -6.3051
H -0.2475 -1.1007 -6.5011
H 1.0329 0.0523 -5.7422
H 0.0809 0.5901 -7.0673
H -3.3429 -0.4019 -4.9900
H -2.7970 -0.2777 -3.3030
H -2.3392 -1.6333 -4.3747
H 3.4015 1.3978 -1.4047
H 3.7252 3.0803 -1.4583
H 4.5934 2.0390 -2.6017
H 1.1916 4.3748 -4.1257
H 2.0096 4.7352 -2.5288
H 0.3565 4.0049 -2.5895
H 3.3405 2.9021 -5.2265
H 1.6617 2.3236 -5.6112
H 3.0212 1.2031 -5.2569
H -3.3652 8.3500 -7.0538
H -3.7790 9.8803 -5.9662
H -4.7345 8.6339 -5.7733
H -3.5047 5.2456 -5.0881
H -4.0056 6.1081 -3.8208
H -2.2784 5.6340 -3.9780
H -1.3208 9.3621 -3.3017
H -0.5962 7.8198 -3.0328
H -2.3560 7.9446 -2.7234
*
```

What are the DFT total energy values for these records? In order: -53914.417234, -3257.740155, -5082.513712, -5516.794202 hartree.
What are the max |F| values for these records? In order: 2.62, 2.12, 3.85, 4.84 eV/A.